1.
Computed, not measured: a single C3H6O3 molecule, with the ωB97M-V functional and the def2-TZVPD basis.

Atoms and positions in Å:
C 1.85625 -0.49249 -0.01492
O 0.82545 -0.15016 0.91737
C -0.12759 0.59041 0.29679
O 0.06248 1.67372 -0.19004
C -1.44247 -0.14941 0.22221
O -2.24637 0.30428 -0.82728
H 1.45667 -0.40938 -1.03072
H 2.71426 0.17348 0.08134
H 2.13406 -1.52924 0.18066
H -1.22472 -1.21134 0.06635
H -1.91573 -0.05550 1.21224
H -2.09229 1.25563 -0.91399

Calculated values
Structure (SMILES): COC(=O)CO
Calculated total energy: -9350.036 eV
Kohn-Sham gap: 0.41646 Ha
HOMO level: -10.539 eV
Relative energy (zero: lowest compared OMol25 entry of this formula, charge and spin): 123.59 kJ/mol

2.
Computed, not measured: a single C7H15NOS molecule, with the ωB97M-V functional and the def2-TZVPD basis.

Atoms and positions in Å:
C -0.43306 -1.70858 -1.39509
C -1.76805 -2.13197 -2.01922
C 0.86607 -2.53557 -1.72515
C -0.98790 0.74573 1.69806
C 1.39317 1.79495 2.07484
C -0.00657 2.57525 0.16394
C 0.30220 1.37200 1.02046
N -0.48488 -0.58498 -0.79277
O 1.62478 -0.90768 1.00792
S 1.18280 0.01872 -0.03848
H -2.42467 -2.84818 -1.70865
H -2.41394 -1.24192 -2.14404
H -1.40507 -2.57783 -2.91643
H 1.50179 -2.38042 -0.77074
H 0.55312 -3.57846 -1.83512
H 1.52974 -2.16918 -2.50306
H -1.58439 0.48194 0.86304
H -0.55645 -0.02846 2.23736
H -1.49514 1.55573 2.20751
H 1.63747 0.92635 2.67765
H 0.92949 2.56829 2.64133
H 2.23162 2.07410 1.50124
H 0.90473 3.08654 -0.13130
H -0.44212 2.20496 -0.72413
H -0.65476 3.28863 0.61083

Calculated values
Calculated total energy: -21872.747 eV
Kohn-Sham gap: 0.34695 Ha
HOMO level: -8.658 eV
Relative energy (zero: lowest compared OMol25 entry of this formula, charge and spin): 337.95 kJ/mol

3.
Computed, not measured: a single C6H13OP molecule, with the ωB97M-V functional and the def2-TZVPD basis.

Atoms and positions in Å:
C 2.22517 -0.70478 0.34206
C 0.93984 -1.29752 -0.33069
C 0.19278 -0.25452 -1.19200
C -0.42708 0.83488 -0.22012
C 0.43007 1.85874 0.39362
O -1.68590 1.31652 -0.76835
C -1.69576 0.41567 0.44722
P -2.52937 -1.22359 0.25936
H 2.98029 -1.54346 0.49422
H 1.89982 -0.25357 1.32448
H 2.77215 0.05603 -0.26717
H 0.40133 -1.85315 0.47066
H 1.16939 -2.12232 -1.11959
H -0.63991 -0.73450 -1.68810
H 0.92868 0.07543 -1.87034
H 0.11836 2.94452 0.32661
H 1.41622 1.63310 -0.15406
H 0.42590 1.74024 1.46473
H -1.78327 0.92494 1.39074
H -3.64008 -0.94291 -0.59436
H -3.49862 -0.86974 1.29106

Calculated values
Structure (SMILES): CCC[C@@]1(C)O[C@H]1P
Calculated total energy: -17766.231 eV
Kohn-Sham gap: 0.38090 Ha
HOMO level: -9.425 eV
Relative energy (zero: lowest compared OMol25 entry of this formula, charge and spin): 214.29 kJ/mol